DFT (the ωB97M-V functional and the def2-TZVPD basis) results for a structure of composition C22H32MoN5 in a non-equilibrium geometry.

```
! wB97M-V def2-TZVPD RIJCOSX def2/J DEFGRID3
* xyz 1 3
C -1.958 1.250 -0.694
C -2.095 -0.139 -1.053
C -1.103 -0.444 -2.057
C -0.367 0.767 -2.333
C -0.879 1.810 -1.476
Mo -0.032 0.208 -0.220
C 2.591 -1.705 -0.375
C 2.175 -0.435 0.278
H 2.222 -0.449 1.374
C 2.097 0.827 -0.377
H 2.533 0.959 -1.369
H 2.130 1.719 0.259
C 3.748 -2.395 0.336
H 3.493 -2.594 1.384
H 3.985 -3.350 -0.146
H 4.641 -1.755 0.309
C 2.819 -1.608 -1.877
H 1.906 -1.305 -2.408
H 3.610 -0.876 -2.100
H 3.135 -2.575 -2.292
C -3.126 -1.067 -0.514
H -3.200 -0.976 0.577
H -4.119 -0.853 -0.934
H -2.881 -2.107 -0.743
C -0.991 -1.744 -2.780
H -1.181 -2.581 -2.102
H -1.717 -1.806 -3.604
H 0.007 -1.885 -3.208
C 0.617 0.967 -3.438
H 0.960 0.014 -3.851
H 0.168 1.536 -4.265
H 1.495 1.530 -3.100
C -0.406 3.223 -1.428
H 0.641 3.300 -1.741
H -1.002 3.872 -2.082
H -0.476 3.627 -0.409
C -2.817 1.970 0.288
H -2.315 2.862 0.679
H -3.762 2.293 -0.168
H -3.065 1.319 1.136
C 0.051 -2.705 0.573
C 1.164 -2.911 -0.148
C -1.055 -3.520 0.651
C 1.212 -4.060 -0.934
H 0.699 -1.855 1.110
C -1.032 -4.664 -0.172
H -1.891 -3.251 1.314
C 0.106 -4.924 -0.952
H 2.091 -4.291 -1.545
H -1.889 -5.336 -0.183
H 0.132 -5.820 -1.571
N 0.154 0.052 5.154
N 0.460 0.644 3.941
N 0.092 1.960 3.794
C -0.107 2.040 2.489
N -0.017 0.838 1.856
N 0.273 -0.081 2.804
H 0.641 -0.831 5.239
H 0.358 0.707 5.898
H -0.348 2.979 2.002
*
```

Output
Kohn-Sham gap (alpha / beta): 7.509 / 6.742 eV

Here are the natural (NBO) charges for atoms 1 to 6, given in e: -0.08, 0.04, -0.10, -0.04, -0.05, 0.82